## a
Formula: C4H7NO
Source: OMol25
Level of theory: ωB97M-V/def2-TZVPD

HOMO-LUMO gap, eV: 9.7
SMILES string: O[C@]12CC[C@H]1N2
Multiplicity: 1
LUMO energy, hartree: 0.03621

Geometry (Å):
O -1.872 -0.391 0.843
N 0.439 0.196 1.455
C -0.348 1.002 -0.684
C -0.655 0.182 0.548
C 0.884 0.079 -0.932
C 0.521 -0.751 0.283
H -1.136 0.892 -1.435
H -0.139 2.054 -0.492
H 0.817 -0.469 -1.877
H -1.338 -1.125 0.386
H 0.127 -0.369 2.246
H 0.807 -1.786 0.512
H 1.852 0.563 -0.829

The computed Löwdin charges, all in e, follow: 0.0317 0.1188 -0.0644 -0.5764 -0.1241 -0.2119 0.1184 0.1112 0.1105 0.1217 0.1120 0.1493 0.1031



## b
Formula: C4H7NO
Source: OMol25
Level of theory: ωB97M-V/def2-TZVPD

HOMO-LUMO gap, eV: 12.1
SMILES string: CC[C@@H](O)C#N
Multiplicity: 1
LUMO energy, hartree: 0.02272

Geometry (Å):
O -0.142 0.718 2.057
N 2.563 0.229 -0.095
C 0.090 0.728 0.666
C 1.514 0.486 0.317
C -0.328 -0.808 -1.359
C -0.745 -0.407 0.056
H -0.638 -1.254 0.743
H 0.319 1.463 2.465
H -0.775 -1.769 -1.618
H -1.794 -0.089 0.093
H -0.636 -0.067 -2.104
H 0.757 -0.930 -1.440
H -0.184 1.698 0.219

The computed Löwdin charges, all in e, follow: -0.0167 0.1636 -0.3943 -0.1687 -0.0992 -0.1960 0.1226 0.1047 0.0747 0.1193 0.0791 0.0561 0.1548



## c
Formula: C4H7NO
Source: OMol25
Level of theory: ωB97M-V/def2-TZVPD

HOMO-LUMO gap, eV: 10.7
SMILES string: C=CC#N.[H][H].C=O
Multiplicity: 1
LUMO energy, hartree: 0.01575

Geometry (Å):
O 2.016 0.043 0.158
N -0.940 1.764 -1.194
C 1.807 1.203 -0.113
C -0.801 -1.598 -0.331
C -1.279 0.674 -0.996
C -1.680 -0.685 -0.744
H -2.729 -0.916 -0.908
H 2.173 1.654 -1.053
H 1.238 1.870 0.559
H 0.783 -0.087 2.198
H 0.245 -1.351 -0.165
H 0.283 0.047 2.734
H -1.117 -2.619 -0.144

The computed Löwdin charges, all in e, follow: -0.0760 0.1513 -0.1682 0.0472 -0.2284 -0.1587 0.1004 0.0853 0.0706 0.0152 0.0437 0.0462 0.0714



## d
Formula: C4H7NO
Source: OMol25
Level of theory: ωB97M-V/def2-TZVPD

HOMO-LUMO gap, eV: 10.6
SMILES string: C[C@H]1CN=CO1
Multiplicity: 1
LUMO energy, hartree: 0.03750

Geometry (Å):
O 0.635 0.353 -1.199
N 0.991 1.554 0.694
C -0.208 0.748 0.951
C 1.365 1.222 -0.467
C -0.504 -0.004 -0.376
C -0.540 -1.517 -0.220
H -1.425 -1.834 0.344
H 2.264 1.582 -0.953
H -0.560 -2.005 -1.198
H 0.048 0.011 1.702
H -1.013 1.409 1.301
H 0.351 -1.866 0.316
H -1.403 0.348 -0.896

The computed Löwdin charges, all in e, follow: -0.0314 0.0652 -0.1617 -0.2406 -0.3306 -0.0480 0.0859 0.1311 0.0806 0.1040 0.1159 0.0875 0.1420



Each structure's energy above the most stable one, in kcal/mol: a 70.3; b 4.7; c 54.2; d 0.0.



## a
Formula: C4H7NO
Source: OMol25
Level of theory: ωB97M-V/def2-TZVPD

HOMO-LUMO gap, eV: 10.8
SMILES string: C=CCN1CO1
Multiplicity: 1
LUMO energy, hartree: 0.04096

Geometry (Å):
O 2.126 1.136 0.014
N 1.449 -0.153 -0.148
C -0.808 -0.886 -0.488
C -1.880 -0.438 0.160
C 1.354 0.601 1.048
C 0.268 0.022 -1.010
H 0.565 -0.241 -2.031
H -0.062 1.070 -1.002
H 1.887 0.210 1.914
H -2.058 0.629 0.287
H -0.641 -1.956 -0.597
H -2.617 -1.112 0.587
H 0.416 1.119 1.266

The computed Löwdin charges, all in e, follow: -0.0447 -0.0597 -0.1694 0.0043 -0.2063 -0.2103 0.1178 0.1200 0.1167 0.0614 0.1019 0.0551 0.1131



## b
Formula: C4H7NO
Source: OMol25
Level of theory: ωB97M-V/def2-TZVPD

HOMO-LUMO gap, eV: 10.3
Multiplicity: 1
LUMO energy, hartree: 0.03134

Geometry (Å):
O -2.826 0.378 0.641
N -1.076 -0.957 -0.023
C 1.011 0.969 -0.276
C 0.640 -0.461 -0.544
C -2.018 0.027 -0.194
C 1.578 -0.140 0.579
H -1.968 0.485 -1.203
H 2.647 -0.366 0.504
H -1.151 -1.444 0.864
H 0.218 1.585 0.140
H 1.173 -0.282 1.576
H 1.685 1.518 -0.940
H -0.003 -1.231 -1.018

The computed Löwdin charges, all in e, follow: 0.0178 0.0146 -0.1304 -0.0899 -0.4275 -0.1310 0.1340 0.1047 0.1064 0.0999 0.1013 0.1053 0.0947



## c
Formula: C4H7NO
Source: OMol25
Level of theory: ωB97M-V/def2-TZVPD

HOMO-LUMO gap, eV: 8.8
Multiplicity: 1
LUMO energy, hartree: 0.00211

Geometry (Å):
O 1.788 0.637 0.520
N -1.013 0.615 0.982
C 0.310 -1.233 -0.441
C -1.114 -0.697 -0.726
C -0.542 0.674 -0.428
C 0.912 0.198 -0.473
H -0.887 1.602 -0.891
H 0.620 -1.930 -1.230
H 1.247 0.757 1.316
H 0.426 -1.768 0.511
H -1.211 -0.347 1.266
H 1.377 0.409 -1.440
H -1.913 1.084 1.034

The computed Löwdin charges, all in e, follow: -0.0190 0.0756 -0.1653 0.1069 -0.3874 -0.3662 0.1373 0.1104 0.0812 0.1156 0.0708 0.1463 0.0937



## d
Formula: C4H7NO
Source: OMol25
Level of theory: ωB97M-V/def2-TZVPD

HOMO-LUMO gap, eV: 9.0
Multiplicity: 1
LUMO energy, hartree: -0.01229

Geometry (Å):
O -2.641 -0.121 -1.248
N -0.630 -1.146 -0.924
C 0.807 1.187 0.624
C 0.954 -0.004 1.500
C 1.319 -0.098 0.050
C -1.450 -0.200 -1.462
H -1.027 -1.836 -0.302
H 1.552 1.981 0.624
H 0.049 -0.499 1.844
H -0.901 0.512 -2.106
H 0.364 -1.190 -1.151
H 1.799 -0.114 2.176
H -0.196 1.527 0.375

The computed Löwdin charges, all in e, follow: 0.0150 0.0942 -0.2215 -0.2210 0.0571 -0.4199 0.1193 0.1002 0.1003 0.1355 0.0449 0.0978 0.0981



Each structure's energy above the most stable one, in kcal/mol: a 0.0; b 18.5; c 28.0; d 22.0.



## a
Formula: C4H7NO
Source: OMol25
Level of theory: ωB97M-V/def2-TZVPD

HOMO-LUMO gap, eV: 11.3
SMILES string: CCOCC#N
Multiplicity: 1
LUMO energy, hartree: 0.03111

Geometry (Å):
O -0.091 1.168 0.374
N 2.089 -1.522 -0.088
C 1.706 -0.476 0.223
C -1.355 -0.860 -0.011
C -0.780 0.414 -0.621
C 1.268 0.897 0.561
H -1.915 -1.433 -0.758
H 1.895 1.572 -0.039
H -0.121 0.194 -1.475
H -1.581 1.072 -0.980
H 1.490 1.077 1.618
H -0.574 -1.514 0.390
H -2.032 -0.589 0.806

The computed Löwdin charges, all in e, follow: -0.1465 0.1625 -0.2022 -0.0744 -0.2629 -0.2000 0.0805 0.1321 0.1194 0.1205 0.1330 0.0581 0.0798



## b
Formula: C4H7NO
Source: OMol25
Level of theory: ωB97M-V/def2-TZVPD

HOMO-LUMO gap, eV: 9.8
SMILES string: O=CCN1CC1
Multiplicity: 1
LUMO energy, hartree: 0.03666

Geometry (Å):
O 2.900 1.109 0.345
N -0.387 -0.535 0.154
C 1.977 0.375 0.061
C -1.715 -0.035 0.143
C 0.737 0.146 0.860
C -0.945 -0.265 -1.121
H 0.471 0.975 1.549
H -1.853 0.991 0.478
H 0.631 -0.956 1.157
H 2.022 -0.275 -0.838
H -0.530 0.585 -1.650
H -2.466 -0.754 0.464
H -1.126 -1.176 -1.691

The computed Löwdin charges, all in e, follow: 0.0353 -0.2187 -0.2724 -0.1313 -0.1182 -0.1345 0.1312 0.1074 0.1606 0.1240 0.1073 0.1035 0.1058



Each structure's energy above the most stable one, in kcal/mol: a 0.0; b 61.7.



## a
Formula: C4H7NO
Source: OMol25
Level of theory: ωB97M-V/def2-TZVPD

HOMO-LUMO gap, eV: 10.8
SMILES string: O=CC[C@H]1CN1
Multiplicity: 1
LUMO energy, hartree: 0.03982

Geometry (Å):
O 1.424 1.825 0.801
N -1.363 -1.219 -0.144
C 0.998 -0.360 -0.106
C -0.408 -0.278 0.431
C -1.513 0.210 -0.420
C 1.765 0.928 0.067
H -1.313 0.500 -1.449
H -0.484 -0.055 1.494
H -2.038 -1.523 0.552
H 0.984 -0.644 -1.166
H 1.569 -1.149 0.407
H -2.323 0.759 0.056
H 2.703 1.007 -0.523

The computed Löwdin charges, all in e, follow: 0.0517 0.0127 -0.1299 -0.3456 -0.1429 -0.2578 0.1044 0.1422 0.0899 0.1239 0.1274 0.1047 0.1193



## b
Formula: C4H7NO
Source: OMol25
Level of theory: ωB97M-V/def2-TZVPD

HOMO-LUMO gap, eV: 10.3
Multiplicity: 1
LUMO energy, hartree: 0.01617

Geometry (Å):
O 3.142 -0.176 0.001
N -0.128 1.110 -0.742
C 1.846 -0.409 -0.155
C -0.718 0.311 0.403
C -1.345 -0.910 -0.093
C 0.731 0.581 0.330
H -1.117 1.004 1.165
H -0.772 -1.491 -0.876
H -0.226 2.100 -0.510
H 1.255 1.420 0.961
H 1.310 -1.466 -0.803
H -1.607 -1.609 0.842
H -2.369 -0.465 -0.523

The computed Löwdin charges, all in e, follow: -0.0658 0.0488 -0.1132 -0.3696 -0.1017 -0.2980 0.1448 0.0725 0.0917 0.1688 0.1804 0.1184 0.1228



## c
Formula: C4H7NO
Source: OMol25
Level of theory: ωB97M-V/def2-TZVPD

HOMO-LUMO gap, eV: 10.6
SMILES string: C1OC[C@H]2N[C@@H]12
Multiplicity: 1
LUMO energy, hartree: 0.03967

Geometry (Å):
O 0.504 1.301 -0.294
N -1.423 -0.711 -0.449
C -0.077 0.911 0.945
C 1.001 0.127 -0.908
C -0.615 -0.499 0.735
C 0.014 -0.957 -0.523
H -1.754 0.190 -0.776
H -0.823 1.677 1.188
H -0.816 -1.144 1.583
H 1.983 -0.159 -0.488
H 1.130 0.323 -1.977
H 0.294 -1.994 -0.677
H 0.679 0.876 1.744

The computed Löwdin charges, all in e, follow: -0.1330 0.0730 -0.1594 -0.1640 -0.2533 -0.2344 0.1016 0.1263 0.1342 0.1266 0.1247 0.1352 0.1226



## d
Formula: C4H7NO
Source: OMol25
Level of theory: ωB97M-V/def2-TZVPD

HOMO-LUMO gap, eV: 11.0
SMILES string: [H]/N=C1/CCCO1
Multiplicity: 1
LUMO energy, hartree: 0.03549

Geometry (Å):
O 0.941 0.637 0.629
N -0.882 1.556 1.616
C 0.114 -1.006 -0.740
C -1.053 -0.522 0.148
C 1.060 0.190 -0.709
C -0.400 0.635 0.900
H -0.064 2.150 1.794
H 0.625 -1.841 -0.250
H -0.175 -1.290 -1.753
H -1.406 -1.298 0.837
H 2.113 -0.026 -0.886
H -1.926 -0.199 -0.431
H 0.736 1.006 -1.374

The computed Löwdin charges, all in e, follow: -0.0511 0.1562 -0.1540 -0.0892 -0.1887 -0.4581 0.0671 0.1142 0.1114 0.1182 0.1244 0.1189 0.1307



Each structure's energy above the most stable one, in kcal/mol: a 23.8; b 72.7; c 25.3; d 0.0.